Entry 1:
ORCA calculation (ωB97M-V/def2-TZVPD) on C8H25BrFeO5 as an isolated structure.

## Properties
E_LUMO (spin up / spin down) (Eh): 0.01817 / 0.01768
HOMO-LUMO gap (spin up / spin down) (eV): 8.5298 / 8.0170
2S+1: 5
Relative energy (zero: lowest compared OMol25 entry of this formula, charge and spin) (kJ/mol): 109.9

Element x y z (Å)
Fe (0.293, -0.102, 0.158)
O (1.888, -0.977, 0.949)
H (2.051, -1.923, 0.767)
Br (-1.903, 1.020, -0.761)
C (-1.626, -3.557, 0.811)
C (-1.573, -2.602, -0.405)
O (-0.235, -2.064, -0.448)
H (-2.363, -4.336, 0.613)
H (-1.847, -3.049, 1.749)
H (-0.683, -4.077, 0.976)
H (-2.308, -1.812, -0.253)
H (-1.793, -3.075, -1.362)
H (0.314, -2.846, -0.534)
C (1.534, 3.434, -1.003)
C (2.043, 2.465, 0.095)
O (0.989, 1.896, 0.745)
H (0.795, 2.959, -1.648)
H (2.321, 3.661, -1.722)
H (1.188, 4.372, -0.568)
H (2.705, 2.958, 0.807)
H (2.698, 1.704, -0.330)
H (0.508, 2.544, 1.263)
C (0.865, 1.014, -3.810)
C (0.887, -0.220, -2.932)
O (1.449, 0.083, -1.641)
H (1.826, 1.466, -4.051)
H (0.207, 1.756, -3.357)
H (0.482, 0.687, -4.777)
H (1.497, -1.029, -3.336)
H (-0.127, -0.613, -2.865)
H (2.397, 0.105, -1.786)
C (-1.903, 0.817, 3.611)
C (-1.817, -0.571, 2.933)
O (-0.709, -0.539, 2.072)
H (-2.867, 0.936, 4.105)
H (-1.630, 1.701, 3.035)
H (-1.154, 0.827, 4.403)
H (-2.679, -0.667, 2.273)
H (-1.700, -1.422, 3.604)
H (-0.020, -0.923, 2.620)

=====

Entry 2:
ORCA calculation (ωB97M-V/def2-TZVPD) on C8H25N2O5Zn as an isolated structure.

## Properties
E_LUMO (Eh): 0.09381
HOMO-LUMO gap (eV): 5.0119
Charge: -1
Relative energy (zero: lowest compared OMol25 entry of this formula, charge and spin) (kJ/mol): 166.1

Element x y z (Å)
Zn (1.222, 0.634, -1.003)
O (2.260, 2.391, -1.342)
H (1.945, 3.190, -0.906)
O (2.794, -0.577, -1.574)
H (2.870, -1.479, -1.242)
O (0.404, 0.949, -2.818)
H (-0.531, 0.889, -2.592)
C (-0.515, -3.395, -0.934)
C (-0.627, -1.886, -1.245)
C (-2.059, -1.453, -0.872)
O (-2.206, -0.102, -1.237)
C (-3.539, 0.325, -1.283)
N (0.305, -1.288, -0.193)
H (0.499, -3.756, -1.116)
H (-1.100, -3.991, -1.653)
H (-0.866, -3.719, 0.046)
H (-0.419, -1.617, -2.277)
H (-2.243, -1.602, 0.203)
H (-2.806, -2.048, -1.412)
H (-4.046, 0.104, -0.334)
H (-4.166, -0.073, -2.088)
H (-3.549, 1.408, -1.406)
H (-0.153, -1.551, 0.680)
H (1.093, -1.926, -0.220)
C (-0.825, 2.124, 2.379)
C (0.343, 2.046, 1.337)
C (1.324, 0.989, 1.862)
O (2.336, 0.671, 0.890)
C (3.349, -0.113, 1.495)
N (-0.272, 1.679, 0.063)
H (-1.341, 1.178, 2.553)
H (-1.524, 2.862, 1.988)
H (-0.413, 2.404, 3.355)
H (0.861, 3.002, 1.309)
H (0.757, 0.054, 1.969)
H (1.706, 1.286, 2.840)
H (3.475, 0.005, 2.577)
H (4.306, 0.072, 1.017)
H (3.013, -1.146, 1.333)
H (-0.957, 0.944, 0.159)
H (-0.702, 2.515, -0.309)

=====

Number 1: energy -123369.135 eV, strongest force on any atom 2.81 eV Å⁻¹. Number 2: energy -70334.998 eV, strongest force on any atom 4.08 eV Å⁻¹.